Record 1
{
  "formula": "C6H11IN",
  "method": "wB97M-V/def2-TZVPD",
  "charge": 1,
  "spin_multiplicity": 1,
  "symbols": ["C", "C", "C", "C", "C", "C", "N", "I", "H", "H", "H", "H", "H", "H", "H", "H", "H", "H", "H"],
  "positions_angstrom": [[1.442, -0.935, 1.838], [2.334, -0.795, 0.879], [-1.915, -0.500, -0.104], [-1.842, 0.877, 0.480], [-1.001, -0.399, -1.333], [-0.900, 1.591, -0.099], [-0.263, 0.848, -1.201], [2.259, 0.498, -0.853], [0.613, -0.177, 1.896], [1.805, -1.424, 2.681], [-1.559, -1.248, 0.650], [-3.007, -0.793, -0.280], [-2.088, 1.041, 1.611], [3.137, -1.455, 0.620], [-0.304, -1.260, -1.620], [-1.762, -0.176, -2.224], [-0.578, 2.611, -0.151], [-0.343, 1.389, -2.011], [3.971, 0.307, -0.780]],
  "forces_ev_per_a": [[-0.5, 3.5, -1.5], [-0.7, -0.6, -0.9], [-0.8, -1.4, 1.1], [0.5, -0.2, 3.8], [-2.2, -0.5, -3.1], [0.6, -0.3, -2.3], [-0.3, -0.1, 2.6], [1.7, -0.1, 0.2], [0.6, -1.2, 0.2], [-0.1, -1.5, 1.4], [-0.2, 0.5, -0.5], [1.6, 0.3, -0.2], [-0.4, 0.1, -2.5], [0.5, -0.1, 0.4], [-1.3, 1.0, 0.6], [1.7, -1.1, 1.5], [-0.1, 0.5, 1.1], [0.2, 0.9, -1.7], [-1.0, 0.1, 0.0]]
}


Record 2
{
  "formula": "C6H11N",
  "method": "wB97M-V/def2-TZVPD",
  "spin_multiplicity": 1,
  "symbols": ["C", "C", "C", "N", "C", "C", "C", "H", "H", "H", "H", "H", "H", "H", "H", "H", "H", "H"],
  "positions_angstrom": [[3.562, 0.148, 0.133], [2.357, -0.053, 0.693], [1.071, 0.428, 0.040], [-0.014, -0.323, 0.667], [-1.222, -0.628, 0.011], [-2.061, 0.374, -0.349], [-3.397, 0.061, -0.955], [3.617, 0.719, -0.787], [4.412, -0.451, 0.429], [2.340, -0.303, 1.754], [0.884, 1.493, 0.198], [1.145, 0.172, -1.018], [0.207, -1.099, 1.270], [-1.408, -1.682, -0.196], [-1.688, 1.306, 0.056], [-3.969, 0.969, -1.152], [-3.304, -0.448, -1.918], [-3.972, -0.553, -0.256]],
  "forces_ev_per_a": [[-1.3, -0.9, -0.3], [1.1, 1.8, -0.1], [0.1, -0.9, 1.0], [-0.8, -0.8, 0.3], [-0.4, 1.7, -0.6], [1.2, -2.2, 0.8], [-0.1, 0.7, -0.2], [0.2, -0.3, -0.3], [0.3, 0.7, 0.5], [-0.3, -0.8, -0.3], [0.2, 0.1, -0.2], [-0.2, 0.4, -0.1], [0.9, 0.2, -0.2], [-0.2, 0.1, 0.1], [-0.7, 0.5, -0.4], [0.0, 0.0, 0.1], [0.0, -0.1, 0.2], [0.0, 0.0, -0.2]]
}


Record 3
{
  "formula": "C6H11N",
  "method": "wB97M-V/def2-TZVPD",
  "spin_multiplicity": 1,
  "symbols": ["C", "C", "C", "C", "C", "C", "N", "H", "H", "H", "H", "H", "H", "H", "H", "H", "H", "H"],
  "positions_angstrom": [[1.374, -0.864, 2.023], [1.028, 0.497, 1.531], [-0.207, 0.828, 1.049], [-0.628, 0.484, -0.232], [-0.939, 1.534, -1.333], [-0.736, -0.755, -0.785], [-0.040, -1.170, -1.951], [0.409, -1.227, 2.382], [2.116, -1.035, 2.850], [1.571, -1.551, 1.193], [1.813, 1.159, 1.752], [-0.570, 1.869, 1.152], [-0.201, 2.220, -1.489], [-1.901, 2.015, -1.064], [-1.203, 0.945, -2.252], [-1.113, -1.661, -0.173], [-0.166, -2.301, -1.772], [-0.605, -0.986, -2.881]],
  "forces_ev_per_a": [[-0.8, -1.7, -0.5], [-0.7, -1.0, 1.4], [1.1, 3.4, 0.7], [-2.5, -3.0, -4.1], [-2.3, -2.5, 0.8], [0.1, -1.3, 3.1], [-2.6, -3.9, -2.3], [0.3, -0.4, 0.4], [-0.5, 0.8, -1.1], [0.4, -0.2, -0.1], [0.1, 1.9, 1.0], [1.1, 0.1, 0.4], [2.0, 2.0, -0.6], [0.6, 0.1, 0.0], [0.5, 0.9, 0.7], [1.1, 1.6, -0.4], [0.8, 3.6, -1.5], [1.4, -0.5, 2.1]]
}


Record 4
{
  "formula": "C6H11N",
  "method": "wB97M-V/def2-TZVPD",
  "spin_multiplicity": 1,
  "symbols": ["C", "C", "C", "C", "H", "H", "H", "H", "H", "H", "C", "N", "C", "H", "H", "H", "H", "H"],
  "positions_angstrom": [[-1.339, -1.635, -0.147], [-1.548, -0.171, 0.001], [-1.490, 1.104, -0.340], [-1.905, 0.807, 1.108], [-0.994, -2.239, 0.769], [-0.795, -2.012, -1.024], [-2.387, -1.952, -0.285], [-1.626, 1.926, -1.165], [-1.189, 1.149, 1.912], [-3.034, 0.798, 1.290], [1.609, 1.346, -0.178], [1.857, 0.233, 0.402], [3.324, 0.139, 0.533], [2.410, 1.907, -0.670], [0.804, 1.740, -0.390], [3.760, 0.246, -0.452], [3.714, -0.872, 0.892], [3.622, 0.961, 1.317]],
  "forces_ev_per_a": [[-1.0, -1.1, 0.5], [2.2, 1.6, 0.5], [-1.7, -0.2, -1.1], [-0.9, 0.4, -0.6], [-0.3, 1.5, -1.2], [0.0, 0.6, 0.2], [0.2, -0.5, -0.1], [0.6, -1.9, 1.8], [-1.0, -0.7, -0.7], [1.6, 0.4, 0.5], [8.1, -4.3, 1.1], [0.0, 1.7, -0.2], [0.8, -0.7, 2.0], [0.5, 0.2, 0.4], [-8.7, 3.0, -1.4], [0.4, 0.5, 0.0], [-0.9, 1.3, -0.1], [-0.1, -1.7, -1.7]]
}


Record 5
{
  "formula": "C6H11N",
  "method": "wB97M-V/def2-TZVPD",
  "spin_multiplicity": 1,
  "symbols": ["C", "C", "C", "C", "C", "C", "N", "H", "H", "H", "H", "H", "H", "H", "H", "H", "H", "H"],
  "positions_angstrom": [[-2.247, 2.229, -0.128], [-1.439, 0.998, 0.013], [-0.135, 0.853, 0.346], [0.747, -0.344, 0.024], [2.023, -0.570, 0.931], [0.183, -1.501, -0.533], [1.043, -2.377, -1.210], [-1.704, 3.131, 0.064], [-3.042, 2.306, 0.648], [-2.763, 2.360, -1.033], [-2.090, 0.154, 0.008], [0.445, 1.738, 0.506], [2.034, -1.394, 1.649], [2.228, 0.443, 1.471], [2.938, -0.751, 0.362], [-0.910, -1.636, -0.763], [0.738, -3.414, -1.318], [1.951, -2.227, -1.039]],
  "forces_ev_per_a": [[-0.1, 0.8, 2.5], [0.7, -0.1, 1.0], [-0.2, -0.9, -1.9], [-2.0, -2.5, 2.5], [0.5, 2.7, -0.7], [0.9, 2.0, -1.0], [-5.6, -3.3, -0.2], [0.8, 0.6, -0.2], [0.2, -0.5, -0.3], [-0.5, -0.2, -1.6], [0.0, -1.1, -0.6], [0.3, 0.6, 0.2], [-0.8, 0.2, 0.0], [-0.3, -1.9, -0.7], [0.1, 0.2, -0.3], [1.3, 0.3, 0.1], [0.9, 2.7, 0.4], [4.0, 0.3, 0.7]]
}


Record 6
{
  "formula": "C6H11N",
  "method": "wB97M-V/def2-TZVPD",
  "spin_multiplicity": 1,
  "symbols": ["C", "C", "C", "C", "C", "N", "C", "H", "H", "H", "H", "H", "H", "H", "H", "H", "H", "H"],
  "positions_angstrom": [[0.704, -1.259, -2.012], [-0.436, -0.926, -1.328], [-0.284, 0.074, -0.225], [-1.343, 0.858, 0.074], [-1.419, 1.879, 1.237], [0.859, 0.326, 0.593], [1.631, -0.953, 1.029], [0.901, -2.042, -2.662], [1.587, -0.943, -1.561], [-1.391, -1.364, -1.554], [-2.227, 0.547, -0.495], [-0.401, 2.367, 1.377], [-1.802, 1.456, 2.109], [-2.070, 2.830, 1.095], [0.586, 0.683, 1.526], [1.458, -1.317, 2.123], [2.735, -0.718, 0.866], [1.491, -1.822, 0.381]],
  "forces_ev_per_a": [[-2.5, 0.4, 2.4], [3.5, 0.1, -0.7], [-1.8, 1.3, 1.6], [-1.0, -0.3, 0.0], [0.9, 2.5, -2.6], [1.5, -3.2, 1.0], [1.4, 0.7, 0.2], [-0.6, -1.2, -1.6], [1.5, 1.1, 0.3], [-0.4, 0.3, 0.0], [0.0, 0.8, 0.3], [-1.2, -0.8, 0.2], [-0.3, -0.9, 1.6], [0.7, -1.8, -0.4], [-0.2, 0.1, -1.4], [0.1, 1.0, -1.9], [-1.3, -0.3, 0.7], [-0.6, 0.3, 0.1]]
}


Record 7
{
  "formula": "C6H11N",
  "method": "wB97M-V/def2-TZVPD",
  "spin_multiplicity": 1,
  "symbols": ["C", "C", "C", "C", "C", "C", "N", "H", "H", "H", "H", "H", "H", "H", "H", "H", "H", "H"],
  "positions_angstrom": [[-2.455, -0.300, -0.974], [-1.367, 0.302, -0.089], [0.058, -0.045, -0.542], [1.056, -0.142, 0.626], [2.510, -0.285, 0.164], [0.920, 1.018, 1.524], [0.803, 1.930, 2.227], [-3.449, -0.019, -0.612], [-2.368, 0.037, -2.013], [-2.395, -1.395, -0.969], [-1.476, 1.392, -0.046], [-1.516, -0.050, 0.941], [0.070, -1.017, -1.055], [0.420, 0.694, -1.269], [0.783, -1.022, 1.223], [2.604, -1.138, -0.516], [2.838, 0.616, -0.365], [3.180, -0.445, 1.014]],
  "forces_ev_per_a": [[0.0, 0.0, -0.1], [0.0, 0.0, 0.1], [0.0, 0.0, 0.0], [0.0, 0.0, 0.0], [0.1, 0.0, 0.0], [-0.1, 0.8, 0.6], [0.1, -0.9, -0.7], [0.1, 0.0, -0.1], [0.0, 0.0, 0.1], [0.0, 0.2, 0.0], [0.0, -0.2, 0.0], [0.0, 0.0, -0.1], [0.0, 0.1, 0.1], [-0.1, -0.1, 0.1], [0.0, 0.1, 0.0], [0.0, 0.1, 0.1], [-0.1, -0.1, 0.1], [-0.1, 0.0, -0.1]]
}


Record 8
{
  "formula": "C6H11N",
  "method": "wB97M-V/def2-TZVPD",
  "spin_multiplicity": 1,
  "symbols": ["C", "N", "C", "C", "C", "C", "C", "H", "H", "H", "H", "H", "H", "H", "H", "H", "H", "H"],
  "positions_angstrom": [[-1.291, 1.805, 2.046], [-0.321, 1.069, 1.746], [-0.404, -0.189, 1.025], [-1.043, -1.223, 1.533], [0.622, -0.344, -0.037], [0.212, -0.506, -1.417], [1.380, -0.022, -2.307], [-1.138, 2.643, 2.770], [-2.319, 1.823, 1.524], [-1.777, -1.350, 2.256], [-0.928, -2.105, 1.018], [1.233, -1.138, 0.344], [1.202, 0.519, 0.087], [-0.722, 0.089, -1.502], [0.080, -1.652, -1.611], [2.331, -0.604, -1.993], [1.153, 0.110, -3.262], [1.731, 1.076, -2.220]],
  "forces_ev_per_a": [[-1.4, 1.3, -0.7], [0.0, -1.3, 0.1], [-0.4, 1.7, 1.5], [-0.3, 0.6, -0.8], [0.3, -0.2, 2.6], [-0.1, -1.1, -1.9], [2.4, 1.0, 4.4], [0.0, -0.6, -0.6], [1.3, -0.6, 0.9], [-1.0, 0.8, 1.7], [0.6, -2.1, -1.2], [0.7, -0.7, -0.2], [1.1, 1.4, -0.2], [0.4, -0.6, -0.8], [-0.4, 2.2, 0.0], [-1.5, 0.7, -1.2], [-0.8, -1.1, -4.6], [-0.8, -1.2, 1.2]]
}


Record 9
{
  "formula": "C6H11N",
  "method": "wB97M-V/def2-TZVPD",
  "spin_multiplicity": 1,
  "symbols": ["C", "C", "C", "C", "C", "C", "N", "H", "H", "H", "H", "H", "H", "H", "H", "H", "H", "H"],
  "positions_angstrom": [[2.631, 1.013, -0.958], [1.887, 0.150, -0.274], [0.629, -0.488, -0.827], [-0.594, -0.172, 0.018], [-1.927, -0.448, -0.653], [-0.496, 0.423, 1.224], [-1.350, -0.059, 2.314], [3.516, 1.528, -0.605], [2.628, 0.893, -2.039], [2.163, -0.115, 0.745], [0.489, 0.007, -1.787], [0.838, -1.556, -0.814], [-1.874, -0.444, -1.736], [-2.368, -1.384, -0.300], [-2.624, 0.325, -0.328], [0.128, 1.229, 1.585], [-2.326, 0.168, 2.114], [-1.351, -1.071, 2.320]],
  "forces_ev_per_a": [[0.8, -1.2, -0.7], [0.0, 0.3, 0.4], [0.9, 2.0, 0.5], [1.0, 0.6, -0.5], [-0.3, -0.8, 1.5], [-0.9, -1.2, 0.9], [-1.2, 1.0, -0.7], [-0.1, -0.2, 0.4], [-0.7, 0.9, -0.2], [-0.3, 0.4, 0.2], [0.0, -0.9, -0.6], [-0.6, -0.3, -0.5], [0.2, -0.1, 0.0], [-0.1, -0.2, -0.4], [-0.1, 0.1, -0.2], [1.0, -0.6, -0.4], [0.0, 0.3, 0.4], [0.2, -0.1, -0.2]]
}


Record 10
{
  "formula": "C6H11N",
  "method": "wB97M-V/def2-TZVPD",
  "spin_multiplicity": 1,
  "symbols": ["C", "N", "C", "C", "C", "C", "C", "H", "H", "H", "H", "H", "H", "H", "H", "H", "H", "H"],
  "positions_angstrom": [[2.644, 0.339, 1.174], [2.493, 0.749, 2.564], [-1.883, 0.001, -0.621], [-0.954, -0.050, 0.230], [-0.650, -0.057, 1.650], [-1.340, -0.614, -2.947], [-2.297, -0.065, -1.903], [2.835, 1.069, 0.388], [1.599, 0.047, 1.311], [3.241, -0.563, 0.990], [2.827, 1.702, 2.710], [-0.497, -0.985, -2.364], [-0.372, -1.068, 1.962], [-1.561, 0.269, 2.147], [0.125, 0.691, 1.900], [-1.026, 0.170, -3.635], [-1.826, -1.431, -3.472], [-3.356, -0.203, -2.085]],
  "forces_ev_per_a": [[-0.9, 0.1, 1.5], [1.0, 0.2, 0.0], [1.7, 0.3, -1.1], [-1.5, 0.3, 1.3], [-0.2, 0.3, -0.6], [-0.3, 0.3, 1.1], [-0.4, -1.5, 0.2], [-0.1, 0.2, 0.2], [-0.2, -0.9, -2.4], [0.0, 0.0, 0.3], [-0.1, 0.1, -0.2], [0.2, 0.0, -0.5], [0.4, 0.2, 0.2], [0.0, -0.2, 0.3], [0.2, -0.2, 0.5], [0.1, -0.1, -0.2], [0.1, 0.0, -0.3], [-0.1, 0.8, -0.2]]
}


Record 11
{
  "formula": "C6H11N",
  "method": "wB97M-V/def2-TZVPD",
  "spin_multiplicity": 1,
  "symbols": ["C", "C", "C", "N", "C", "C", "C", "H", "H", "H", "H", "H", "H", "H", "H", "H", "H", "H"],
  "positions_angstrom": [[2.432, -0.350, 0.206], [1.581, 0.904, -0.233], [0.211, 0.997, 0.274], [-0.761, 1.661, 0.706], [-0.994, 0.251, 0.124], [-1.330, -0.978, 0.992], [-1.895, 0.242, -1.165], [2.173, -0.439, 1.337], [3.376, -0.109, 0.005], [2.104, -1.205, -0.399], [1.474, 0.903, -1.279], [2.123, 1.856, 0.072], [-2.377, -1.206, 0.846], [-1.165, -1.095, 2.093], [-0.747, -1.907, 0.764], [-1.618, 0.988, -1.951], [-2.880, 0.158, -0.742], [-1.708, -0.671, -1.650]],
  "forces_ev_per_a": [[-5.8, 0.4, 2.0], [1.7, 1.5, 2.1], [-0.2, -0.8, -1.0], [0.5, -0.4, 0.5], [-1.2, -0.5, -0.1], [0.5, -1.1, 0.8], [2.1, 0.5, 1.1], [1.0, -0.5, -1.9], [4.0, 0.6, -0.4], [0.1, 0.0, 0.6], [0.0, 0.1, -1.6], [-0.4, -1.1, -0.5], [-0.3, -0.3, 0.0], [-0.1, 1.6, -0.5], [-0.4, 0.7, -0.9], [-0.8, 0.0, 1.2], [-0.8, 0.7, -0.6], [0.1, -1.6, -0.7]]
}


Record 12
{
  "formula": "C6H11N",
  "method": "wB97M-V/def2-TZVPD",
  "spin_multiplicity": 1,
  "symbols": ["C", "C", "C", "C", "C", "C", "H", "H", "H", "H", "H", "H", "H", "H", "H", "H", "H", "N"],
  "positions_angstrom": [[-1.837, 0.130, -0.026], [-0.907, -1.222, -0.133], [0.511, -0.735, 0.415], [1.860, -0.660, -0.177], [0.629, 0.688, -0.224], [-0.846, 1.305, 0.032], [-2.430, 0.192, -0.770], [-2.390, 0.143, 0.983], [-1.648, -1.967, 0.427], [-0.758, -1.447, -1.200], [0.524, -0.886, 1.528], [2.087, -0.741, -1.273], [2.694, -1.009, 0.414], [1.827, 0.843, 1.149], [0.397, 0.319, -1.230], [-0.889, 2.114, -0.868], [-0.878, 2.090, 0.947], [2.053, 0.843, 0.005]],
  "forces_ev_per_a": [[5.6, -0.5, 6.7], [-1.2, 0.6, 0.9], [-3.0, -0.3, 0.1], [5.2, -1.0, -0.6], [-6.6, -0.8, 0.5], [2.2, 5.5, -0.7], [-4.3, 0.4, -5.0], [0.6, -0.3, -1.7], [2.6, 0.8, -1.2], [-0.5, -0.4, 0.4], [0.3, 0.8, -0.9], [-0.7, -0.9, 1.0], [0.3, -1.4, -0.1], [2.0, 0.6, -3.0], [0.8, 0.9, -0.6], [-0.7, -1.9, 1.8], [-0.1, -2.3, -1.6], [-2.4, 0.1, 4.1]]
}


Record 13
{
  "formula": "C6H11N",
  "method": "wB97M-V/def2-TZVPD",
  "spin_multiplicity": 1,
  "symbols": ["C", "C", "N", "H", "H", "H", "H", "H", "C", "C", "C", "C", "H", "H", "H", "H", "H", "H"],
  "positions_angstrom": [[0.052, -1.717, 2.200], [0.686, -0.884, 1.135], [1.738, -0.999, 0.520], [1.706, 0.028, -0.297], [0.022, 0.060, 0.780], [-0.101, -1.116, 3.098], [-0.927, -2.062, 1.864], [0.678, -2.573, 2.440], [-0.068, 1.352, -0.340], [-1.323, 0.949, -0.976], [1.201, 1.184, -0.916], [-1.454, 0.102, -1.999], [-0.171, 2.102, 0.438], [-2.222, 1.346, -0.513], [1.963, 1.908, -0.648], [-0.601, -0.357, -2.482], [-2.429, -0.207, -2.348], [1.251, 0.884, -1.958]],
  "forces_ev_per_a": [[0.1, -0.1, 0.1], [-0.7, 0.9, -0.5], [0.4, 0.8, -0.9], [0.1, -1.3, 1.0], [0.2, -0.5, 0.4], [0.0, 0.0, 0.0], [0.0, 0.0, 0.0], [0.0, 0.0, 0.0], [0.9, 0.4, -0.7], [-0.2, -0.5, 0.0], [-1.0, 0.7, 0.1], [0.0, 0.0, 0.3], [0.1, -0.2, 0.1], [0.0, 0.0, 0.0], [0.1, -0.2, 0.2], [0.1, 0.0, 0.0], [0.0, 0.1, -0.1], [0.0, -0.3, 0.1]]
}


Asked for frontier orbital gap across the records above, the calculation gives 0.29395, 0.33379, 0.27336, 0.36158, 0.29702, 0.32586, 0.45081, 0.35875, 0.34160, 0.11906, 0.36828, 0.36730, 0.31322 Eh in order.
Asked for electronic energy across the records above, the calculation gives -587.2400, -289.8842, -289.7802, -289.7680, -289.8737, -289.8677, -289.9674, -289.8611, -289.8643, -289.6401, -289.8664, -289.7658, -289.8416 a.u. in order.